# 1
The following is a DFT calculation (ωB97M-V/def2-TZVPD) of C6H15N in the gas phase.

Geometry as XYZ:
```
22
Properties=species:S:1:pos:R:3:forces:R:3:nbo_charge:R:1
N 0.790 0.872 0.092 0.6 0.0 -0.3 -0.46
C 1.528 -0.062 0.927 -0.1 0.2 0.2 -0.41
C -1.621 1.101 0.224 -0.3 0.0 0.0 -0.61
C -0.736 -1.140 -0.620 0.2 0.1 -0.1 -0.42
C -0.473 0.382 -0.497 -0.7 0.4 0.1 -0.04
C -1.010 -1.929 0.656 0.1 -0.3 0.1 -0.62
C 1.667 1.464 -0.917 -0.2 0.2 0.2 -0.40
H -0.526 0.746 -1.534 0.3 0.0 0.2 0.19
H 0.088 -1.614 -1.167 0.0 0.1 0.0 0.20
H 2.548 1.917 -0.448 -0.1 -0.2 0.0 0.20
H 2.005 0.725 -1.652 0.1 -0.1 -0.2 0.16
H -0.085 -2.220 1.159 -0.2 0.1 0.0 0.21
H 2.420 0.418 1.347 -0.2 0.1 -0.2 0.20
H 0.931 -0.368 1.790 0.0 -0.1 -0.2 0.20
H 1.154 2.276 -1.445 0.0 -0.2 0.1 0.20
H -1.619 -1.261 -1.263 0.2 0.2 0.0 0.21
H -1.643 0.876 1.295 0.1 0.0 -0.1 0.20
H -2.588 0.817 -0.207 0.0 0.0 0.1 0.20
H 1.863 -0.947 0.374 0.0 -0.2 0.0 0.16
H -1.637 -1.382 1.364 0.1 0.0 -0.1 0.21
H -1.532 -2.860 0.408 0.0 0.1 0.0 0.21
H -1.525 2.188 0.115 0.1 -0.2 0.0 0.21
```
Positions in Å, forces in eV/Å.

The value obtained for the HOMO energy is -8.22 eV. The value obtained for the energy above the lowest of the compared OMol25 structures with the same formula, charge and spin is 90.7 kJ/mol. As for the SMILES: CC[C@@H](C)N(C)C. Its total charge is 0. The value obtained for the total energy is -292.33447 Eh.

=====

# 2
The following is a DFT calculation (ωB97M-V/def2-TZVPD) of 2 unconnected molecules or ions with the total composition C6H15N.

Geometry as XYZ:
```
22
Properties=species:S:1:pos:R:3:forces:R:3:nbo_charge:R:1
N 0.327 0.447 0.329 -2.1 -0.5 -2.3 -0.62
C -2.107 -0.131 0.734 1.8 -1.2 -0.9 -0.04
C -0.703 -0.178 0.963 2.5 3.0 1.9 -0.21
C 1.462 -0.365 -0.016 0.5 0.3 1.2 -0.05
C 1.422 -1.034 -1.406 -0.7 -0.4 0.5 -0.61
C 2.737 0.479 0.160 -0.5 -0.5 -0.1 -0.61
C -2.551 0.082 -0.667 -0.4 1.7 -0.5 -0.71
H 2.374 -1.524 -1.629 -0.1 0.0 0.0 0.20
H -2.644 -0.400 1.632 -0.8 0.1 -0.3 0.23
H -1.956 2.338 1.187 -0.4 0.1 -0.1 -0.03
H 0.637 -1.804 -1.372 0.2 0.0 -0.2 0.19
H 2.523 1.479 -0.210 0.2 0.1 0.1 0.21
H -1.092 -1.228 0.596 -0.9 -0.7 0.1 0.33
H -2.241 -0.673 -1.393 -0.3 -0.4 0.4 0.25
H -1.307 2.401 1.518 0.4 0.1 0.1 0.03
H 1.156 -0.375 -2.236 0.2 0.3 0.3 0.21
H -3.599 0.364 -0.764 -0.1 -0.5 0.0 0.23
H -1.997 0.947 -1.061 0.0 0.0 0.3 0.26
H 2.999 0.492 1.218 0.1 0.3 -0.1 0.20
H -0.449 -0.201 2.045 -0.5 -1.4 0.1 0.19
H 3.556 0.034 -0.403 0.2 0.1 0.0 0.19
H 1.455 -1.149 0.773 0.6 -0.4 -0.5 0.13
```
Positions in Å, forces in eV/Å.

The value obtained for the HOMO energy is -7.00 eV. The value obtained for the energy above the lowest of the compared OMol25 structures with the same formula, charge and spin is 579.6 kJ/mol. Its total charge is 0. The value obtained for the total energy is -292.14828 Eh.

=====

# 3
The following is a DFT calculation (ωB97M-V/def2-TZVPD) of C6H15N in the gas phase.

Geometry as XYZ:
```
22
Properties=species:S:1:pos:R:3:forces:R:3:nbo_charge:R:1
N 0.282 -0.979 0.747 0.4 -4.0 -1.2 -0.65
C -0.820 1.191 0.608 2.0 -0.6 -1.2 -0.38
C 0.092 -2.295 -0.131 0.3 2.0 1.6 -0.42
C -2.193 0.639 0.283 0.3 0.0 -0.1 -0.62
C 0.483 0.237 -1.467 0.0 -0.1 0.3 -0.64
C 0.488 0.251 0.060 -2.2 2.7 0.8 0.14
C 1.769 0.930 0.547 -0.3 -0.1 -0.1 -0.62
H -2.338 -0.333 0.747 0.0 -0.1 0.1 0.21
H -0.669 2.169 0.150 -0.2 0.2 0.0 0.18
H -0.704 1.301 1.686 0.2 -0.1 0.0 0.20
H 1.356 -0.288 -1.852 0.0 -0.1 -0.1 0.21
H -2.968 1.319 0.641 0.0 -0.1 0.0 0.21
H -0.922 -2.246 -0.513 0.0 -0.2 -0.1 0.20
H 2.641 0.392 0.177 0.1 0.0 -0.1 0.20
H 1.810 1.960 0.200 0.1 0.1 0.0 0.21
H 0.531 1.259 -1.840 0.0 0.1 0.0 0.22
H 1.069 -1.177 1.357 -0.1 0.0 -0.1 0.36
H -2.331 0.526 -0.791 -0.1 0.0 -0.1 0.19
H 0.212 -3.125 0.564 -0.3 0.0 0.0 0.20
H -0.416 -0.221 -1.866 -0.1 -0.1 -0.1 0.21
H 1.811 0.939 1.635 0.0 0.0 0.1 0.21
H 0.815 -2.448 -0.940 -0.1 0.4 0.1 0.18
```
Positions in Å, forces in eV/Å.

The value obtained for the HOMO energy is -8.41 eV. The value obtained for the energy above the lowest of the compared OMol25 structures with the same formula, charge and spin is 99.2 kJ/mol. As for the SMILES: CCC(C)(C)NC. Its total charge is 0. The value obtained for the total energy is -292.33123 Eh.

=====

# 4
The following is a DFT calculation (ωB97M-V/def2-TZVPD) of 2 unconnected molecules or ions with the total composition C6H15N.

Geometry as XYZ:
```
22
Properties=species:S:1:pos:R:3:forces:R:3:nbo_charge:R:1
N 0.922 -0.247 -0.629 -1.0 0.3 1.5 -0.50
C 1.054 -0.988 0.536 0.8 -0.2 -3.9 -0.05
C -1.140 -2.165 0.080 0.8 -0.1 -0.1 -0.62
C 0.177 2.053 0.097 -1.3 -0.8 -2.0 -0.43
C 0.338 -2.317 0.464 0.0 -0.4 0.3 -0.44
C -1.100 2.120 -0.811 0.3 0.1 0.5 -0.62
C 1.256 1.190 -0.572 1.3 -0.3 -0.4 -0.26
H -1.964 1.969 -0.161 -0.2 0.2 -0.2 0.20
H 0.531 -2.834 1.406 -0.4 -0.1 0.1 0.21
H -0.350 -0.267 1.837 1.1 0.0 -1.2 -0.15
H -1.647 -1.580 0.847 -0.3 -0.2 -0.1 0.22
H 0.759 -2.955 -0.321 0.5 0.3 0.1 0.23
H 2.223 1.419 -0.093 0.0 -0.3 0.1 0.17
H 0.176 -0.139 0.654 -1.4 0.2 2.2 0.31
H -0.241 1.542 0.960 0.8 0.6 0.8 0.23
H -1.205 3.079 -1.314 0.0 0.0 -0.1 0.21
H 2.066 -0.919 0.934 -0.5 0.3 1.4 0.22
H -1.102 1.311 -1.540 0.0 0.0 -0.1 0.22
H 1.385 1.456 -1.624 -0.1 0.3 0.1 0.20
H 0.577 3.052 0.241 0.0 -0.1 0.6 0.22
H -1.148 -1.634 -0.871 -0.2 0.2 0.1 0.23
H -1.564 -3.147 -0.117 -0.3 0.1 0.4 0.22
```
Positions in Å, forces in eV/Å.

The value obtained for the HOMO energy is -8.08 eV. The value obtained for the energy above the lowest of the compared OMol25 structures with the same formula, charge and spin is 608.9 kJ/mol. Its total charge is 0. The value obtained for the total energy is -292.13709 Eh.

=====

# 5
The following is a DFT calculation (ωB97M-V/def2-TZVPD) of 3 unconnected molecules or ions with the total composition C6H15N.

Geometry as XYZ:
```
22
Properties=species:S:1:pos:R:3:forces:R:3:nbo_charge:R:1
N 3.548 0.346 -0.546 -0.7 -0.4 2.4 -1.08
C -1.438 -0.299 1.813 -0.4 -0.2 -0.1 -0.65
C -1.014 2.000 -1.506 0.7 -0.1 0.9 -0.87
C 0.234 -0.742 0.006 1.4 0.5 -0.6 0.01
C -1.128 -0.682 0.384 -1.1 0.7 0.3 -0.09
C 1.402 -0.429 0.788 -2.2 0.1 1.2 -0.68
C -2.088 -0.937 -0.550 1.0 -1.0 1.0 -0.28
H 3.783 -0.584 -0.860 0.2 0.4 -1.3 0.34
H -0.558 -0.473 2.427 -0.1 0.3 0.1 0.22
H -3.106 -1.141 -0.248 -0.1 0.3 -0.2 0.21
H -1.560 2.220 -2.416 -0.4 -0.4 0.1 0.22
H 0.423 -0.796 -1.069 -0.1 -1.2 0.1 0.20
H -1.497 2.310 -0.575 -0.1 0.9 -0.4 0.21
H 1.773 -1.148 1.523 0.9 -0.4 -0.8 0.28
H -1.759 0.742 1.830 0.4 0.2 0.2 0.23
H -1.762 -1.201 -1.548 -0.3 0.2 -0.1 0.20
H -2.268 -0.838 2.275 0.0 -0.2 -0.3 0.23
H -0.872 0.968 -1.214 0.0 -0.1 -1.3 0.21
H -0.019 2.434 -1.608 -0.1 0.2 0.2 0.22
H 1.165 0.425 1.451 -0.3 -0.3 0.1 0.23
H 3.289 1.107 -1.152 0.0 -0.6 -0.9 0.35
H 2.352 -0.185 0.073 1.4 1.1 -0.6 0.31
```
Positions in Å, forces in eV/Å.

The value obtained for the HOMO energy is -6.86 eV. The value obtained for the energy above the lowest of the compared OMol25 structures with the same formula, charge and spin is 638.9 kJ/mol. Its total charge is 0. The value obtained for the total energy is -292.12569 Eh.

=====

# 6
The following is a DFT calculation (ωB97M-V/def2-TZVPD) of C6H15N in the gas phase.

Geometry as XYZ:
```
22
Properties=species:S:1:pos:R:3:forces:R:3:nbo_charge:R:1
N 0.079 1.568 0.607 1.0 0.0 -0.4 -0.62
C 0.720 0.364 0.037 -1.0 -1.3 1.3 -0.05
C -2.050 -2.389 -0.386 -0.4 -0.9 -0.4 -0.62
C 0.276 2.779 -0.189 -1.1 0.1 -0.1 -0.42
C 2.130 0.135 0.581 0.3 1.7 -0.3 -0.63
C -0.189 -0.855 0.408 1.0 0.4 -1.1 -0.38
C -1.183 -1.173 -0.704 -0.2 0.2 0.4 -0.41
H 0.176 3.661 0.447 0.2 0.0 0.0 0.20
H -3.127 -2.221 -0.460 0.1 0.2 0.1 0.21
H 2.693 -0.603 0.013 -0.1 -0.3 0.3 0.22
H 0.530 1.681 1.508 -0.2 0.2 0.1 0.35
H -0.665 -0.677 1.369 0.0 0.0 0.1 0.21
H -1.768 -0.288 -0.975 -0.2 0.0 0.4 0.20
H 2.162 0.000 1.666 -0.2 -0.5 -0.1 0.20
H -0.617 -1.357 -1.608 0.3 -0.2 -0.3 0.19
H 1.169 2.849 -0.813 0.4 -0.1 0.3 0.17
H -1.845 -3.220 -1.074 0.0 0.2 -0.2 0.21
H 0.781 0.389 -1.047 -0.1 0.4 -0.2 0.19
H -0.575 2.827 -0.869 0.0 0.1 -0.3 0.19
H 2.661 1.089 0.436 0.2 -0.2 -0.1 0.20
H 0.506 -1.696 0.473 -0.3 -0.3 0.3 0.19
H -1.864 -2.865 0.578 0.1 0.5 0.3 0.21
```
Positions in Å, forces in eV/Å.

The value obtained for the HOMO energy is -8.77 eV. The value obtained for the energy above the lowest of the compared OMol25 structures with the same formula, charge and spin is 90.3 kJ/mol. As for the SMILES: CCC[C@H](C)NC. Its total charge is 0. The value obtained for the total energy is -292.33463 Eh.

=====

# 7
The following is a DFT calculation (ωB97M-V/def2-TZVPD) of a molecular structure, C6H15N.

Geometry as XYZ:
```
22
Properties=species:S:1:pos:R:3:forces:R:3:mulliken_spin:R:1
N -0.432 0.572 -0.542 1.3 1.6 1.7 0.86
C -2.306 0.529 1.057 1.2 1.4 2.3 0.11
C 0.535 1.164 0.302 0.9 -1.5 -3.9 -0.05
C -1.241 -0.238 0.287 -1.1 -3.4 -0.4 -0.05
C -1.774 -1.452 -0.546 -0.4 -1.2 -0.7 0.01
C 1.679 0.382 0.599 1.4 0.5 -3.1 0.07
C 2.201 -0.752 -0.386 -0.2 1.3 0.0 0.02
H -1.917 1.239 1.924 -0.3 -1.4 -1.9 0.00
H 0.689 2.217 0.239 -0.4 1.0 1.1 0.03
H 1.631 -0.591 -1.340 0.8 0.4 0.7 -0.01
H -1.952 -1.095 -1.589 -0.7 -0.2 0.9 0.00
H -0.618 -0.751 1.030 0.3 0.1 0.4 0.03
H -2.989 -0.122 1.558 -0.2 -0.8 0.2 0.00
H 2.613 1.312 -2.090 0.4 -0.3 -0.4 0.00
H -1.045 -2.324 -0.768 -0.6 1.6 1.0 0.00
H -2.886 1.126 0.426 -0.8 1.0 -1.1 -0.01
H 0.515 0.452 1.297 0.6 -0.4 1.9 0.00
H 1.932 -1.766 -0.242 0.0 -1.1 1.1 0.00
H 2.502 0.982 1.006 -0.6 -0.4 0.8 -0.01
H -2.665 -1.964 -0.038 1.1 1.0 -1.0 0.00
H 3.351 -0.661 -0.480 -2.1 0.0 0.3 0.00
H 2.177 1.742 -1.704 -0.3 0.5 0.2 0.00
```
Positions in Å, forces in eV/Å.

The value obtained for the HOMO energy (spin up / spin down) is -14.74 / -15.26 eV. Its expectation value of S² is 0.756. The value obtained for the energy above the lowest of the compared OMol25 structures with the same formula, charge and spin is 533.5 kJ/mol. Its total charge is +1. As for the multiplicity: 2. The value obtained for the total energy is -291.85897 Eh.

=====

# 8
The following is a DFT calculation (ωB97M-V/def2-TZVPD) of 3 unconnected molecules or ions with the total composition C6H15N.

Geometry as XYZ:
```
22
Properties=species:S:1:pos:R:3:forces:R:3:nbo_charge:R:1
N -2.754 0.772 1.023 -0.2 0.7 0.2 -0.53
C -1.400 -1.327 -0.185 0.2 1.1 -0.5 -0.79
C 2.133 -0.266 -0.928 -1.1 -2.0 -1.0 -0.08
C 0.106 0.474 -2.121 -1.0 -1.0 -0.3 -0.66
C 1.353 0.778 2.031 -0.5 -0.5 0.0 -0.85
C 0.027 -1.162 -0.149 -0.1 -2.0 -1.0 0.24
C 0.779 -0.429 -1.106 0.6 1.9 0.4 -0.16
H 1.878 -0.125 2.371 -0.2 0.3 0.2 0.22
H -1.972 -0.324 0.145 0.5 -1.0 -0.5 0.35
H 2.713 -0.979 -0.336 -0.1 0.7 0.2 0.23
H 1.312 0.703 0.952 0.3 0.7 0.3 0.19
H 2.603 0.382 -1.656 0.5 0.2 0.4 0.23
H 0.296 0.761 2.346 0.4 -0.1 0.3 0.21
H -0.937 0.608 -1.827 0.1 0.3 -0.1 0.23
H -1.588 -1.442 -1.260 -0.6 0.3 0.0 0.29
H -2.171 1.601 1.164 -0.1 0.1 0.1 0.33
H 1.839 1.680 2.402 0.0 -0.1 -0.2 0.24
H 0.567 1.447 -2.259 0.2 -0.1 0.2 0.25
H -3.525 0.843 1.691 0.0 -0.1 0.0 0.35
H -1.925 -2.087 0.380 0.7 -0.3 0.3 0.27
H 0.600 -1.878 0.429 0.2 0.5 0.7 0.23
H 0.064 -0.030 -3.107 0.1 0.2 0.4 0.25
```
Positions in Å, forces in eV/Å.

The value obtained for the HOMO energy (spin up / spin down) is -14.49 / -14.28 eV. Its expectation value of S² is 0.754. The value obtained for the energy above the lowest of the compared OMol25 structures with the same formula, charge and spin is 351.8 kJ/mol. Its total charge is +1. As for the multiplicity: 2. The value obtained for the total energy is -291.92817 Eh.

=====

# 9
The following is a DFT calculation (ωB97M-V/def2-TZVPD) of a gas-phase ion, C6H15N2 (charge +1).

Geometry as XYZ:
```
23
Properties=species:S:1:pos:R:3:forces:R:3:nbo_charge:R:1
N -2.346 0.690 -3.414 -0.7 0.2 0.8 -0.72
N -1.268 0.454 -1.368 -0.1 -0.5 0.3 -0.49
C -0.197 -0.793 0.472 -0.3 0.2 0.5 -0.43
C 1.919 0.283 1.447 1.3 0.6 0.0 -0.40
C -2.324 0.605 -2.091 -0.1 0.2 -0.6 0.40
C 1.243 -0.313 0.223 -0.1 -0.5 0.5 -0.40
C 2.248 -0.718 2.556 -0.8 0.2 -0.1 -0.61
C -1.226 0.278 0.112 0.1 0.3 -0.6 -0.21
H 2.876 0.694 1.095 -0.1 0.0 0.0 0.21
H -2.234 0.088 0.481 0.0 -0.3 -0.2 0.22
H 1.308 -1.132 2.935 0.2 -0.1 0.2 0.19
H 1.885 -1.154 -0.056 -0.2 0.0 -0.2 0.23
H 1.426 1.158 1.882 -0.4 -0.2 -0.1 0.20
H -1.535 0.691 -3.996 0.4 0.0 -0.2 0.42
H -3.300 0.700 -1.632 0.1 -0.1 0.4 0.23
H -0.395 -1.015 1.526 0.4 0.1 0.0 0.24
H -0.961 1.271 0.477 0.3 -0.2 0.4 0.22
H -0.393 -1.753 -0.006 -0.2 0.2 -0.4 0.23
H -0.377 0.348 -1.835 0.1 0.1 0.0 0.42
H 1.267 0.395 -0.611 0.1 0.0 0.0 0.18
H 2.746 -0.197 3.370 0.0 -0.1 0.1 0.23
H -3.234 0.967 -3.799 0.2 -0.1 -0.4 0.43
H 2.873 -1.548 2.231 0.1 0.1 -0.2 0.21
```
Positions in Å, forces in eV/Å.

The value obtained for the HOMO energy is -14.29 eV. The value obtained for the energy above the lowest of the compared OMol25 structures with the same formula, charge and spin is 45.5 kJ/mol. As for the SMILES: CCCCCNC=[NH2+]. Its total charge is +1. The value obtained for the total energy is -346.89523 Eh.

=====

# 10
The following is a DFT calculation (ωB97M-V/def2-TZVPD) of a molecular structure, C6H15N2.

Geometry as XYZ:
```
23
Properties=species:S:1:pos:R:3:forces:R:3:nbo_charge:R:1
N -2.721 -0.420 0.333 -0.2 0.1 -0.1 -0.73
N -0.011 -0.459 -0.007 -0.5 0.2 0.2 -0.32
C -1.643 0.303 0.571 0.5 -0.4 -0.3 0.23
C -0.146 -1.650 -0.813 -0.1 -0.2 -0.2 -0.42
C 2.457 -0.141 0.188 0.0 0.0 0.2 -0.64
C -0.699 0.747 -0.479 -0.2 0.1 0.1 -0.08
C 0.000 2.079 -0.346 -0.1 -0.1 0.0 -0.63
C 1.120 -0.382 0.902 0.5 0.1 0.1 -0.22
H 0.241 2.321 0.685 0.1 0.0 0.1 0.22
H 3.230 -0.760 0.633 0.1 0.0 0.0 0.24
H -1.174 -2.026 -0.777 0.0 0.0 0.0 0.21
H -0.653 2.857 -0.734 0.0 0.1 0.0 0.25
H 1.156 -1.321 1.460 -0.1 0.1 -0.1 0.22
H 0.936 0.416 1.621 0.0 -0.1 0.1 0.21
H -3.086 -0.533 -0.601 0.0 0.0 0.1 0.42
H -3.212 -0.896 1.074 0.0 0.1 0.0 0.43
H -1.072 0.606 -1.495 0.0 -0.1 0.1 0.23
H 0.110 -1.467 -1.858 0.0 0.0 0.0 0.22
H 0.507 -2.425 -0.422 0.0 0.0 0.0 0.24
H -1.424 0.574 1.594 0.0 0.0 0.0 0.23
H 2.393 -0.399 -0.865 0.0 -0.1 -0.1 0.22
H 0.912 2.080 -0.935 0.1 0.0 -0.1 0.24
H 2.776 0.895 0.271 0.0 0.1 -0.1 0.23
```
Positions in Å, forces in eV/Å.

The value obtained for the HOMO energy is -13.47 eV. The value obtained for the energy above the lowest of the compared OMol25 structures with the same formula, charge and spin is 139.9 kJ/mol. Its total charge is +1. The value obtained for the total energy is -346.85927 Eh.

=====

Number 1: maximum force 0.0148 hartree/bohr. Number 2: maximum force 0.0849 hartree/bohr. Number 3: maximum force 0.0821 hartree/bohr. Number 4: maximum force 0.0778 hartree/bohr. Number 5: maximum force 0.0496 hartree/bohr. Number 6: maximum force 0.0397 hartree/bohr. Number 7: maximum force 0.0825 hartree/bohr. Number 8: maximum force 0.0491 hartree/bohr. Number 9: maximum force 0.0271 hartree/bohr. Number 10: maximum force 0.0139 hartree/bohr.